# 1
C2H3ClFI | ωB97M-V/def2-TZVPD

XYZ file:
```
8
Properties=species:S:1:pos:R:3
C -0.2106 0.0430 -0.7268
C 0.0596 -0.2956 0.7321
F -0.9123 0.2696 1.4186
Cl 0.0803 -1.9616 1.0220
I -0.0623 2.1464 -1.1370
H 0.5154 -0.4619 -1.2469
H -1.2165 -0.2295 -1.1109
H 1.7465 0.4895 1.0490
```

Properties
**Spin multiplicity**: 1
**Total charge**: 0
**Frontier orbital gap**: 0.33997 Eh
**E_HOMO**: -9.76 eV
**LUMO**: -0.50 eV
**Energy above the lowest of the compared OMol25 structures with the same formula, charge and spin**: 2.7740 eV

Here are the Löwdin charges for atoms 1 to 5, given in e:
1 C -0.704
2 C -0.988
3 F -0.051
4 Cl 0.716
5 I 0.749


# 2
C33H45MnN5S | ωB97M-V/def2-TZVPD

XYZ file:
```
85
Properties=species:S:1:pos:R:3
Mn 0.0949 -0.1819 -0.8759
N -1.3397 -1.3333 0.3147
N -0.4680 -2.5494 -2.1777
C 1.9702 0.8243 -1.4837
C 2.2089 -0.4882 -0.9575
C 1.7483 -0.5007 0.4117
C 1.9908 -1.6323 1.3320
H 1.8408 -2.5958 0.8218
H 1.2866 -1.6054 2.1783
H 3.0190 -1.6397 1.7292
C 1.1989 0.8141 0.7016
C 0.7990 1.3721 2.0135
H 1.4908 2.1700 2.3386
H 0.7774 0.5923 2.7867
H -0.2113 1.8145 1.9639
C 1.2536 1.5870 -0.5036
C 0.8604 3.0141 -0.6533
H -0.0427 3.2322 -0.0691
H 0.6353 3.2329 -1.7074
H 1.6519 3.7091 -0.3260
C 2.9679 -1.5823 -1.6272
H 4.0073 -1.6393 -1.2615
H 2.9984 -1.4340 -2.7168
H 2.5009 -2.5593 -1.4416
C 2.6115 1.4270 -2.6754
H 1.8867 1.9916 -3.2797
H 3.0786 0.6654 -3.3103
H 3.4036 2.1355 -2.3673
C -2.3017 -0.8739 1.1452
H -2.4696 0.2046 1.1793
C -3.0754 -1.7361 1.9304
H -3.8697 -1.3202 2.5498
C -2.7912 -3.1032 1.9205
H -3.3326 -3.7763 2.6003
C -1.8162 -3.5764 1.0713
H -1.5534 -4.6369 1.0363
C -1.1932 -2.6874 0.1406
C -0.4540 -3.1981 -0.9580
H -0.2744 -4.2683 -1.0099
C -0.6234 -1.1654 -2.2777
C -0.1320 -3.0974 -3.4280
H 0.0753 -4.1425 -3.5515
C -0.1860 -2.0980 -4.3113
H -0.0212 -2.1094 -5.3763
N -0.5364 -0.9320 -3.6403
C -0.7188 0.3560 -4.2154
C 0.2692 0.8814 -5.0661
C 0.1182 2.2046 -5.5008
H 0.8698 2.6388 -6.1624
C -0.9799 2.9750 -5.1172
C -1.1498 4.3752 -5.6271
H -1.0066 5.1193 -4.8317
H -2.1578 4.5283 -6.0340
H -0.4240 4.5848 -6.4190
C -1.9335 2.4273 -4.2569
H -2.7946 3.0251 -3.9596
C -1.8263 1.1135 -3.7993
C -2.9064 0.5328 -2.9511
H -3.4508 -0.2722 -3.4620
H -3.6386 1.3132 -2.7194
H -2.5388 0.1261 -1.9991
C 1.4856 0.1138 -5.4764
H 1.3092 -0.4613 -6.3961
H 1.8432 -0.5869 -4.7145
H 2.3127 0.8026 -5.6937
C -1.9566 1.1062 4.7449
N -1.1432 0.3384 5.6905
C -1.9008 -0.2514 6.7941
C -0.1266 -0.4612 5.1587
S -0.4093 -1.4777 3.8275
N 1.0835 -0.3920 5.7713
C 1.1668 -0.1979 7.2121
C 2.2997 -0.7192 5.0356
H -2.7809 1.5577 5.3016
H -2.3591 0.4783 3.9357
H -1.3524 1.9039 4.2899
H -1.9447 -1.3530 6.7149
H -1.4279 0.0386 7.7443
H -2.9151 0.1669 6.7774
H 2.1996 -0.3766 7.5314
H 0.8680 0.8264 7.4847
H 0.5176 -0.9165 7.7316
H 2.0874 -0.6349 3.9613
H 3.1038 -0.0135 5.2899
H 2.6437 -1.7438 5.2257
```

Properties
**Spin multiplicity**: 6
**Total charge**: -2
**Frontier orbital gap (spin up / spin down)**: 0.07663 / 0.20450 Eh
**⟨S²⟩**: 8.805
**E_HOMO (spin up / spin down)**: 2.42 / -1.08 eV
**LUMO (spin up / spin down)**: 4.51 / 4.49 eV
**Energy above the lowest of the compared OMol25 structures with the same formula, charge and spin**: 0.0000 eV

Here are the Löwdin charges for atoms 1 to 5, given in e:
1 Mn 0.721
2 N 0.035
3 N -0.073
4 C -0.261
5 C -0.282


# 3
C34H38CaClN7O5SSeSi | ωB97M-V/def2-TZVPD

XYZ file:
```
89
Properties=species:S:1:pos:R:3
Ca -0.3807 0.2599 0.0302
Cl 1.0093 -5.1842 -5.7756
C 1.0238 -4.2851 -4.2885
C 1.3898 -4.9155 -3.1018
C 1.4002 -4.2060 -1.9210
C 1.0589 -2.8477 -1.8819
O 1.0756 -2.2839 -0.6713
C 0.6707 -2.2251 -3.0851
C 0.1776 -0.8587 -3.1792
O -0.0300 -0.1225 -2.2338
C 0.6668 -2.9597 -4.2792
H 1.6776 -5.9583 -3.1183
H 1.6899 -4.6618 -0.9823
H -0.0306 -0.4986 -4.2012
H 0.3565 -2.4766 -5.1976
C -1.2848 4.9565 3.2986
N -0.9537 3.6679 3.8752
C -1.2966 3.2555 5.1487
C -0.8866 1.9847 5.2805
N -0.2977 1.6156 4.0756
C -0.3428 2.6621 3.1974
S 0.2880 2.7990 1.6484
C 0.1609 0.2896 3.8294
C 0.8791 -0.3582 4.8220
C 1.2190 -1.6872 4.6146
C 0.8289 -2.3060 3.4405
C 0.1456 -1.5452 2.5078
N -0.1875 -0.2667 2.6824
H -1.3372 5.6926 4.0974
H -2.2413 4.9064 2.7778
H -0.5105 5.2323 2.5883
H -1.8067 3.9041 5.8371
H -0.9797 1.2931 6.0966
H 1.1662 0.1671 5.7219
H 1.7901 -2.2225 5.3620
H 1.0588 -3.3366 3.2164
H -0.1731 -2.0058 1.5770
O -6.6833 2.2603 2.3152
C -6.8349 2.3422 0.9083
N -5.5088 2.3972 0.3653
C -5.1657 3.2446 -0.6351
O -5.9621 3.9951 -1.1715
C -3.7239 3.2272 -1.0571
C -3.2782 4.2142 -1.9267
C -1.9475 4.2219 -2.3061
C -1.1062 3.2435 -1.7998
N -1.5277 2.2846 -0.9799
C -2.8121 2.2742 -0.6292
H -7.5383 2.0496 2.7023
H -7.3566 3.2477 0.5969
H -7.3725 1.4646 0.5320
H -4.8246 1.7913 0.7864
H -3.9861 4.9473 -2.2900
H -1.5606 4.9700 -2.9835
H -0.0524 3.2294 -2.0534
H -3.0983 1.4306 -0.0078
C 2.5839 -6.5910 2.6344
N 3.3059 -5.4067 2.2349
C 2.7335 -4.3485 1.5873
Se 2.2957 -0.9020 -0.2253
N 3.7609 -3.4804 1.4383
C 4.9497 -3.9422 1.9742
C 6.2219 -3.4003 2.0785
C 7.1854 -4.1643 2.7187
C 6.8899 -5.4298 3.2333
C 5.6176 -5.9709 3.1310
C 4.6531 -5.2015 2.4958
H 1.5427 -6.4532 2.3565
H 2.6561 -6.7428 3.7132
H 2.9756 -7.4765 2.1301
H 3.5997 -2.5905 0.9714
H 6.4541 -2.4229 1.6772
H 8.1887 -3.7730 2.8228
H 7.6696 -5.9956 3.7259
H 5.3910 -6.9509 3.5299
C -2.5876 -3.1852 -1.3750
Si -3.3048 -1.9222 -0.1771
C -3.7959 -2.8256 1.4018
C -4.8849 -1.2322 -0.9475
O -2.2673 -0.7394 0.1416
H -3.2711 -4.0238 -1.5317
H -1.6413 -3.5846 -1.0003
H -2.3891 -2.7339 -2.3514
H -4.5749 -3.5730 1.2316
H -4.1671 -2.1131 2.1432
H -2.9339 -3.3364 1.8397
H -5.5395 -2.0265 -1.3152
H -4.6473 -0.5823 -1.7945
H -5.4578 -0.6423 -0.2257
```

Properties
**Spin multiplicity**: 1
**Total charge**: 0
**Frontier orbital gap**: 0.27142 Eh
**E_HOMO**: -7.43 eV
**LUMO**: -0.04 eV
**Energy above the lowest of the compared OMol25 structures with the same formula, charge and spin**: 3.3659 eV

Here are the Löwdin charges for atoms 1 to 5, given in e:
1 Ca 1.055
2 Cl 0.656
3 C -0.664
4 C -0.075
5 C 0.014